One molecule with the formula C3H7N3S in a non-equilibrium geometry, computed with ωB97M-V with the def2-TZVPD basis set.

The structure (SMILES) is C/C=N\N=C/NS. The LUMO energy is 0.82 eV. The gap between HOMO and LUMO is 9.63 eV.

The geometry in XYZ format:
```
14
Properties=species:S:1:pos:R:3:forces:R:3:mulliken_charge:R:1
C 3.4446 0.3031 -0.1887 0.7643 -0.7261 0.9001 -0.793
C 2.4225 -0.8363 0.0717 2.0463 0.7467 -0.8791 -0.123
N 1.1951 -0.6168 0.1625 -1.0829 0.1489 0.2402 -0.341
N 0.8692 0.7482 0.1688 -1.0119 0.4911 0.1599 -0.412
C -0.4166 0.8794 0.0958 -0.1084 0.3141 0.0439 0.137
N -1.2527 -0.1628 -0.0926 -0.5092 -1.8663 -0.4441 -0.300
S -2.9527 -0.1221 -0.1185 0.5372 0.2142 -0.1723 -0.166
H 3.4969 1.0128 0.6777 -0.4417 -0.5154 -0.8102 0.257
H 3.1192 0.8531 -1.0931 0.4159 -0.2464 0.5520 0.264
H 4.5022 -0.0910 -0.2618 -1.2580 0.2502 -0.3339 0.295
H 2.7044 -1.8931 0.0285 0.1801 0.3483 0.1900 0.358
H -0.9683 1.8353 0.1517 0.9053 -0.2351 0.0673 0.322
H -0.7786 -1.0689 -0.2777 -0.5456 1.0119 0.3720 0.369
H -3.2171 -0.5505 1.1278 0.1086 0.0639 0.1142 0.134
```
Positions in Å, forces in eV/Å.

---

One molecule with the formula C3H7N3S in a non-equilibrium geometry, computed with ωB97M-V with the def2-TZVPD basis set.

The structure (SMILES) is [H]/N=C/NN(C)C=S. The LUMO energy is 0.70 eV. The gap between HOMO and LUMO is 9.13 eV.

The geometry in XYZ format:
```
14
Properties=species:S:1:pos:R:3:forces:R:3:mulliken_charge:R:1
H 3.3398 -0.4555 -0.5654 1.0343 -0.1460 -1.3932 0.243
N 2.6255 -0.2007 0.0507 -0.7184 0.1743 0.9703 -0.606
C 1.6041 0.3739 -0.3983 -0.0117 0.2793 -0.9391 0.080
N 0.6804 0.7714 0.5480 -0.8261 0.2061 1.5244 -0.475
N -0.6735 0.7876 0.1397 1.9113 0.3312 0.9423 0.213
C -1.2373 2.0681 -0.1192 0.4521 3.3646 0.1495 -0.722
C -1.3188 -0.3279 -0.1155 0.4393 -1.9705 -0.1996 -0.066
S -0.7455 -1.8967 0.0086 -0.6956 1.3744 -0.0504 -0.305
H 1.3307 0.7234 -1.4653 0.4979 -0.7987 1.4918 0.272
H 0.9041 0.4096 1.5359 -0.8125 0.4667 -2.1386 0.312
H -2.3278 2.0631 -0.2835 0.6054 -0.3496 -0.0569 0.280
H -1.0418 2.8232 0.7096 -0.3035 -1.3400 -0.4523 0.276
H -0.7137 2.6208 -0.9571 -0.6537 -0.9977 0.3676 0.269
H -2.2784 -0.0289 -0.4830 -0.9189 -0.5941 -0.2158 0.229
```
Positions in Å, forces in eV/Å.

---

One molecule with the formula C3H7N3S in a non-equilibrium geometry, computed with ωB97M-V with the def2-TZVPD basis set.

The structure (SMILES) is C/C=N/S/C=N\N. The LUMO energy is 0.80 eV. The gap between HOMO and LUMO is 9.25 eV.

The geometry in XYZ format:
```
14
Properties=species:S:1:pos:R:3:forces:R:3:mulliken_charge:R:1
C -2.5765 0.4002 0.0959 0.7828 -0.4114 0.5288 -0.943
C -1.5196 -0.6557 -0.0941 0.8966 0.7988 0.1903 0.063
N -0.2791 -0.3608 0.0404 -0.6621 -0.4937 -0.2914 -0.447
S 0.8509 -1.6230 -0.3495 0.1342 0.6471 0.3146 -0.067
C 2.3492 -0.9194 0.3602 -0.4534 -0.5195 0.2346 -0.126
N 2.8041 0.2564 0.2344 0.7132 -1.0086 0.9314 -0.361
N 2.1786 1.1269 -0.5223 -0.6920 1.2920 -0.9157 -0.323
H -3.1300 0.5315 -0.8235 -0.2064 0.1215 -0.2191 0.274
H -2.0346 1.3030 0.3686 -0.2974 0.2264 -0.0416 0.266
H -3.2718 0.1284 0.8998 0.0979 0.0136 -0.2066 0.283
H -1.8194 -1.6474 -0.3755 -0.2887 -0.6381 -0.1656 0.363
H 2.8719 -1.5875 1.0291 0.1368 -0.1117 -0.1304 0.418
H 2.3882 2.0738 -0.2550 0.2189 0.0576 -0.0921 0.262
H 1.1881 0.9737 -0.6085 -0.3805 0.0261 -0.1371 0.339
```
Positions in Å, forces in eV/Å.

---

These records have highest occupied orbital energy values of -8.812; -8.429; -8.446 eV, in the order they appear.
These records have ΔE to the lowest compared entry with this formula, charge and spin values of 54.1; 54.3; 55.3 kcal per mole, in the order they appear.